Entry 1:
The following is a quantum chemistry calculation of a cluster of 9 separate species, C33H66F24O27P6 in total at a distorted geometry, from the OMol25 dataset.

Structure (XYZ):
```
156
Properties=species:S:1:pos:R:3:mulliken_charge:R:1
F 2.4519 -4.2584 -2.7915 -0.2376
C 2.5039 -4.1304 -4.1235 0.2239
F 2.8973 -5.2605 -4.6173 -0.2932
C 1.1630 -3.6227 -4.7074 0.9245
F 0.9244 -2.4601 -4.1233 -0.0004
F 0.1035 -4.4564 -4.4454 -0.3272
C 1.2372 -3.3231 -6.2620 -1.1591
O 2.3536 -2.5306 -6.6360 -0.4565
C 2.1819 -1.1897 -7.0201 0.6454
F 1.5718 -1.1060 -8.2044 -0.2842
F 1.4467 -0.5373 -6.0776 -0.0453
C 3.5851 -0.4620 -7.1262 0.3546
F 4.2051 -0.8794 -8.2347 -0.2772
F 3.3689 0.8236 -7.3724 -0.2350
H 3.2533 -3.3568 -4.2912 0.1649
H 0.3691 -2.7924 -6.6529 0.4003
H 1.2154 -4.2756 -6.7915 0.4832
H 4.1621 -0.5179 -6.2031 0.0850
F 4.2107 -3.0605 2.0547 -0.3458
C 4.1385 -1.8524 1.5756 0.4390
F 3.0044 -1.3404 2.0368 0.0259
C 5.3733 -1.0165 1.7673 0.9849
F 6.5485 -1.6571 1.5365 -0.3242
F 5.4459 -0.6989 3.0472 -0.2891
C 5.4144 0.3273 0.9253 -0.8237
O 5.2159 0.3311 -0.4940 -0.4210
C 6.1961 -0.0972 -1.4418 1.0945
F 7.3955 0.3949 -1.0479 -0.3244
F 6.3415 -1.4060 -1.2266 -0.3162
C 5.8462 0.3675 -2.8706 0.0473
F 6.7210 -0.0403 -3.7268 -0.2927
F 4.6259 0.0017 -3.2740 -0.0940
H 3.9875 -1.9398 0.4997 -0.2301
H 6.2926 0.8814 1.2569 0.5123
H 4.6004 0.9646 1.2707 0.1674
H 5.7519 1.4531 -2.8995 0.2060
F -2.6373 -10.2504 2.7772 -0.2697
C -3.9100 -9.9238 2.4265 0.1096
F -4.4982 -9.6353 3.5949 -0.2546
C -3.8885 -8.7940 1.4048 1.0155
F -5.1524 -8.6215 0.9782 -0.2827
F -3.0828 -9.0475 0.3569 -0.2782
C -3.3678 -7.5306 2.0818 -1.0676
O -3.6366 -6.3759 1.2391 -0.3645
C -2.5970 -5.3507 1.1531 0.6303
F -2.3818 -4.7840 2.3132 -0.2212
F -1.4587 -5.9119 0.7174 -0.2938
C -3.0583 -4.2463 0.1584 0.2192
F -2.0805 -3.3314 0.0111 -0.0398
F -3.3360 -4.8592 -1.0443 -0.3155
H -4.4558 -10.7862 2.0438 0.2713
H -2.3099 -7.5858 2.3387 0.4427
H -3.8408 -7.3675 3.0501 0.4459
H -3.9666 -3.7776 0.5371 0.2099
C -0.1928 -1.9686 4.2517 0.0001
O -1.3531 -1.6245 4.8518 -0.3569
P -1.9797 -0.1213 4.7293 0.4839
O -1.3263 0.9010 3.8334 0.1257
O -3.4854 -0.4452 4.2942 -0.3530
C -3.8525 -1.1269 3.1407 -0.3781
O -2.1829 0.3536 6.2569 -0.4209
C -1.1777 1.1222 6.8640 -0.4055
H -0.5169 -2.5980 3.4228 0.0393
H 0.4002 -2.5168 4.9837 0.4028
H 0.3565 -1.1198 3.8445 -0.1718
H -3.0406 -1.2462 2.4232 0.0004
H -4.6404 -0.5239 2.6892 0.2500
H -4.1854 -2.1576 3.2628 0.3555
H -0.3280 1.3420 6.2176 -0.0706
H -0.8190 0.7016 7.8035 0.3241
H -1.5755 2.1099 7.0970 0.3418
C -0.9570 5.0184 4.2329 -0.5795
O -1.1247 4.7967 2.8378 0.0944
P -2.5821 5.0321 2.0585 0.8770
O -2.5520 4.6007 0.5824 -0.5839
O -3.6336 4.2786 3.0048 -0.4444
C -3.6192 2.8679 3.2350 -0.3662
O -2.9078 6.6071 2.3372 -0.3696
C -2.2171 7.6399 1.6991 -0.7072
H -1.9438 5.0088 4.6958 0.4082
H -0.4851 5.9673 4.4879 0.2586
H -0.2921 4.2163 4.5533 -0.0058
H -3.2545 2.6160 4.2308 0.2083
H -3.1022 2.3704 2.4145 -0.0357
H -4.6206 2.4457 3.1506 0.3309
H -1.4776 7.2663 0.9908 0.3162
H -1.7598 8.2252 2.4969 0.2641
H -2.9083 8.2582 1.1264 0.2499
C -3.4222 2.0303 -1.2326 -0.8375
O -3.5436 0.8646 -2.0871 0.0019
P -4.0534 -0.5239 -1.5299 0.9812
O -3.4650 -0.9424 -0.2212 -0.4432
O -5.6107 -0.3287 -1.4564 -0.4291
C -6.2953 0.2420 -2.5241 -0.6967
O -3.8269 -1.5940 -2.7090 -0.4949
C -2.5401 -1.9821 -3.1428 -0.4622
H -2.4262 2.4727 -1.2531 0.1901
H -3.5664 1.8037 -0.1762 0.3341
H -4.1683 2.7562 -1.5556 0.3972
H -7.2017 -0.2909 -2.8115 0.2934
H -5.6484 0.3729 -3.3916 0.2754
H -6.6891 1.2031 -2.1935 0.2647
H -2.4130 -3.0540 -2.9914 0.2314
H -1.7862 -1.3997 -2.6133 0.0599
H -2.4868 -1.8915 -4.2278 0.4338
C -0.6138 1.9371 -3.9547 -0.2292
O -0.3203 1.7612 -5.3470 -0.0656
P -1.5400 1.9237 -6.4762 0.9180
O -2.7614 1.1019 -6.2902 -0.7398
O -0.7884 1.6125 -7.8779 -0.3257
C 0.3674 2.3568 -8.2008 -0.5532
O -1.8269 3.5012 -6.5042 -0.2902
C -2.5261 4.0850 -7.5863 -0.7807
H -0.1110 2.7816 -3.4834 0.3128
H -0.2823 1.0536 -3.4090 -0.1176
H -1.6949 2.0366 -3.8571 0.3098
H 0.7748 3.1210 -7.5388 0.3189
H 0.2695 2.7975 -9.1929 0.3311
H 1.1186 1.5684 -8.2470 0.0168
H -3.4242 4.5789 -7.2154 0.2914
H -2.7912 3.4229 -8.4106 0.3358
H -1.8949 4.8674 -8.0076 0.2704
C -0.4232 0.1560 0.8375 0.1235
O 0.0079 1.0628 -0.1739 0.3561
P 1.5478 1.4606 -0.3758 -0.0246
O 1.8077 2.4098 -1.4989 -0.7968
O 2.2780 0.0474 -0.4102 0.1084
C 2.1201 -0.7106 -1.6026 -1.3096
O 1.9360 1.9900 1.0724 0.1072
C 1.2027 2.9715 1.7931 -0.2292
H -1.2788 0.5465 1.3884 -0.3078
H 0.4646 -0.0522 1.4347 0.2823
H -0.8205 -0.7535 0.3869 -0.0310
H 1.8997 -0.0817 -2.4651 0.5537
H 1.4707 -1.5597 -1.3896 0.4201
H 3.0320 -1.2120 -1.9269 0.2701
H 1.9552 3.2828 2.5176 0.1456
H 0.4498 2.4810 2.4101 -0.0930
H 0.7320 3.7961 1.2577 0.2954
C 3.3202 2.0273 8.0626 -0.6546
O 4.0141 2.3990 6.8943 -0.3746
P 3.2102 3.0928 5.7033 0.5137
O 2.4128 4.3134 6.0466 -0.7005
O 4.3349 3.1677 4.5030 -0.1952
C 4.9714 4.3802 4.2195 -0.9297
O 2.3045 1.8487 5.1118 0.4830
C 2.9402 0.6160 4.7359 -0.5335
H 3.3970 0.9592 8.2659 0.2858
H 2.2619 2.2695 7.9655 0.2174
H 3.6468 2.5344 8.9705 0.2882
H 6.0115 4.2800 4.5295 0.2973
H 4.5428 5.2375 4.7387 0.3860
H 4.9632 4.6806 3.1717 0.2675
H 2.7916 0.3614 3.6865 -0.1351
H 2.5684 -0.2044 5.3497 0.3558
H 4.0060 0.5625 4.9579 0.4343
```

As for the charge: 0. The HOMO energy comes out at -10.2 eV. Its electronic energy is -211538.009 eV. As for the structure (SMILES): FC(F)C(F)(F)COC(F)(F)C(F)F.FC(F)C(F)(F)COC(F)(F)C(F)F.FC(F)C(F)(F)COC(F)(F)C(F)F.COP(=O)(OC)OC.COP(=O)(OC)OC.COP(=O)(OC)OC.COP(=O)(OC)OC.COP(=O)(OC)OC.COP(=O)(OC)OC.

Entry 2:
The following is a quantum chemistry calculation of a structure of composition C33H67Cl2CuN2O8S2 at a distorted geometry, from the OMol25 dataset.

Structure (XYZ):
```
115
Properties=species:S:1:pos:R:3:mulliken_charge:R:1
Cu 1.2786 -3.4796 -1.4835 0.2624
C 0.7080 1.4659 0.4221 0.1654
C 0.9760 2.9777 0.6316 -1.0034
C 0.6667 3.5904 1.9865 -0.3766
C 1.2325 2.8584 3.1988 -1.0007
N 1.6385 3.7632 4.3410 0.7770
C 2.4826 4.9070 3.7820 -0.5006
C 3.4829 5.2828 4.8660 -0.7827
C 3.5535 4.0956 5.8331 -0.5976
C 2.6207 3.0408 5.2718 -0.6289
C 0.4395 4.2484 5.0913 -0.9016
H 1.1840 1.1283 -0.4931 -0.7405
H -0.3371 1.1444 0.4110 0.1004
H 1.1293 0.9403 1.2860 0.6056
H 0.6294 3.5096 -0.2511 0.4072
H 2.0748 2.9159 0.5753 0.3724
H -0.3978 3.8079 2.1164 0.3467
H 1.1760 4.5488 1.8907 0.3582
H 2.2213 2.5524 2.8309 0.4020
H 0.7300 1.9382 3.4658 0.1198
H 1.8230 5.7704 3.7375 0.2718
H 2.9813 4.6279 2.8646 0.4152
H 3.3209 6.2215 5.3926 0.3407
H 4.4824 5.4335 4.4517 0.3537
H 3.2686 4.4111 6.8373 0.3371
H 4.5613 3.7028 5.9573 0.3909
H 2.0937 2.5433 6.0803 0.3976
H 3.1046 2.3046 4.6373 0.4024
H -0.0132 3.3957 5.5878 0.1640
H -0.1991 4.7699 4.3854 0.3851
H 0.8367 4.9530 5.8227 0.4400
C 0.6577 -3.2724 -5.0798 -1.6426
C 1.6570 -2.1258 -4.8075 1.3686
C 0.7606 -0.8826 -4.8525 -1.0610
C 1.4391 0.3960 -4.3652 -0.9384
C 1.9110 0.1538 -2.9434 0.0579
C 2.7873 -1.0865 -2.8473 2.3098
N 2.1198 -2.2899 -3.4158 1.3369
O 2.9627 -3.4011 -3.2476 -0.8570
C 3.1034 -1.3561 -1.3824 -2.5716
C 4.1450 -0.7307 -3.4954 -2.1212
C 2.7059 -2.1231 -5.9064 -1.7922
H 1.1362 -4.2364 -4.9301 0.4696
H 0.3266 -3.1918 -6.1226 0.4899
H -0.2627 -3.0584 -4.5345 -0.1962
H -0.0233 -1.0339 -4.0985 -0.1831
H 0.3198 -0.7336 -5.8402 0.7827
H 0.6673 1.1514 -4.5568 0.1927
H 2.2850 0.6988 -4.9909 0.4926
H 0.9942 0.0370 -2.3473 -1.1515
H 2.4167 1.0514 -2.5698 0.6880
H 2.2185 -1.2515 -0.7342 0.3823
H 3.7490 -0.5778 -0.9598 0.4901
H 3.5440 -2.3314 -1.1892 0.5322
H 4.7190 -1.6199 -3.7716 0.4122
H 4.7738 -0.1976 -2.7798 0.4716
H 4.1239 -0.1557 -4.4218 0.3034
H 3.3470 -3.0031 -5.8321 0.3879
H 3.3340 -1.2346 -5.9091 0.2828
H 2.2437 -2.1754 -6.8962 0.4152
C -1.1120 -1.8733 -0.5541 0.0972
O 0.0643 -2.3922 -0.0225 -0.7067
H -1.5585 -2.5169 -1.3369 -0.0088
H -1.8473 -1.7777 0.2711 0.1222
H -0.9956 -0.8673 -1.0126 -0.0898
C -1.6550 1.9866 -2.8032 0.7137
C -1.4598 3.3859 -3.3715 -0.7879
C -1.9461 4.3662 -2.2909 -0.8250
S -3.1188 3.5299 -1.2523 1.1002
O -4.3869 4.1971 -1.3703 -0.7347
O -2.5983 3.2016 0.0563 -0.5318
C -3.0881 2.0131 -2.2406 -1.0269
H -1.0672 1.7061 -1.9265 -0.4275
H -1.6278 1.2025 -3.5584 0.0076
H -1.9103 3.5303 -4.3521 0.4399
H -0.4005 3.5875 -3.5477 0.2866
H -2.5419 5.1922 -2.6893 0.4202
H -1.1011 4.9160 -1.8792 0.4235
H -3.7702 2.2994 -3.0471 0.4384
H -3.4298 1.1486 -1.6821 0.4353
C -2.7592 -4.8828 1.0290 -0.6226
C -2.5159 -3.9356 2.2263 -0.0991
C -2.7781 -4.7162 3.5137 -0.8760
S -2.0573 -6.3288 3.1970 1.1397
O -3.0188 -7.3410 3.5478 -0.6656
O -0.7452 -6.4019 3.7881 -0.6661
C -1.9336 -6.0858 1.4237 -0.6483
H -2.5481 -4.3764 0.0926 0.0662
H -3.8462 -5.0342 1.0685 0.3685
H -3.2201 -3.1040 2.1795 0.4668
H -1.4842 -3.6004 2.0677 0.0641
H -3.8546 -4.8990 3.4664 0.3930
H -2.4820 -4.2081 4.4238 0.3798
H -1.8981 -7.0566 0.9305 0.4789
H -0.9070 -5.7376 1.2422 0.3246
O 0.7133 0.5591 5.5362 -0.5716
C -0.2334 0.0892 4.9673 0.5450
O -1.5139 0.4343 5.2317 -0.3657
C -2.3570 -0.2525 4.3002 -0.5784
C -1.4237 -0.5779 3.1220 1.1469
C -0.2440 -1.0673 3.9769 -0.4876
H -3.1838 0.3663 3.9525 0.3966
H -2.8077 -1.1731 4.6773 0.2930
H -1.1163 0.3059 2.5655 -0.2012
H -1.8087 -1.3787 2.5010 -0.8714
H 0.7539 -1.0335 3.5450 0.3151
H -0.4542 -1.9969 4.5032 0.3421
Cl -3.8400 -3.6011 -5.4698 -0.1957
C -3.3928 -3.0477 -3.8517 -0.1847
C -3.5462 -1.5445 -3.6877 0.1642
Cl -5.2074 -0.9549 -3.9724 -0.2068
H -2.3368 -3.2943 -3.8020 -0.0562
H -4.0997 -3.4978 -3.1591 0.4168
H -3.0036 -1.0664 -4.5036 0.1936
H -3.2103 -1.1844 -2.7196 -0.1782
```

As for the charge: 0. The HOMO energy comes out at -5.4 eV. Its electronic energy is -146015.932 eV.

Entry 3:
The following is a quantum chemistry calculation of a structure of composition C33H69N3O22Zr at a distorted geometry, from the OMol25 dataset.

Structure (XYZ):
```
128
Properties=species:S:1:pos:R:3:mulliken_charge:R:1
Zr 1.2547 -2.9614 0.8301 1.8497
O 1.4241 -0.1139 -0.1302 -0.4667
C 0.5035 0.9475 0.2138 -0.1660
C -0.7405 0.5890 1.2002 -0.2838
O -0.6911 -0.7780 1.6017 -0.4438
H 0.0708 1.3145 -0.7168 0.3580
H 1.0903 1.7421 0.6746 0.3181
H -1.6971 0.8377 0.7408 0.3490
H -0.7153 1.2026 2.1007 0.3756
C -4.1387 2.1404 5.1362 -0.6965
N -3.2299 3.3015 5.1090 0.8706
O -2.8226 3.5833 6.1909 -0.5026
O -3.0540 3.8539 4.0193 -0.5147
H -4.4503 2.1376 4.0916 0.2988
H -4.9507 2.4074 5.8125 0.2984
H -3.5866 1.2701 5.4910 0.2522
C 5.3405 2.8013 -1.0894 -0.6649
N 6.0737 1.7143 -1.7442 0.9097
O 7.0960 1.3835 -1.1492 -0.5260
O 5.6664 1.3137 -2.8126 -0.5254
H 5.9849 3.6745 -0.9866 0.3112
H 5.1729 2.4115 -0.0854 0.2474
H 4.3971 2.9484 -1.6152 0.2508
C 2.2047 2.7956 -5.4425 -0.6895
N 1.2274 3.5494 -6.2777 0.9145
O 0.3339 4.1103 -5.6569 -0.5391
O 1.3593 3.5604 -7.4604 -0.5072
H 1.5520 2.4128 -4.6580 0.2191
H 2.9792 3.4849 -5.1061 0.2977
H 2.5799 1.9189 -5.9704 0.3043
O 3.5705 -1.4272 3.2962 -0.5009
C 4.1786 -0.7864 4.0917 0.7066
O 5.4543 -0.9230 4.2729 -0.2937
C 6.2427 -1.9513 3.5896 -0.1605
C 7.7951 -1.5894 3.6955 -1.1746
C 3.4758 0.0983 5.1021 -0.9406
H 6.0790 -1.7906 2.5240 0.2169
H 5.9200 -2.9433 3.9058 0.3145
H 8.4562 -2.1995 3.0799 0.3836
H 8.0487 -1.8759 4.7161 0.3157
H 8.1034 -0.5578 3.5259 0.3196
H 3.4269 1.0585 4.5884 0.2773
H 4.0261 0.2543 6.0299 0.3246
H 2.5105 -0.3787 5.2714 0.2616
O 2.6425 -3.9098 -2.9553 -0.5929
C 3.0326 -3.8109 -4.1220 0.6210
O 3.5975 -4.7543 -4.8853 -0.2414
C 3.7820 -6.0882 -4.5314 -0.1973
C 4.7706 -6.6485 -5.5574 -1.1448
C 2.8350 -2.5207 -4.8851 -0.8583
H 2.8720 -6.6681 -4.6854 0.2494
H 4.0279 -6.1300 -3.4703 0.3143
H 5.6307 -5.9794 -5.5346 0.3034
H 4.3414 -6.7642 -6.5527 0.3009
H 5.1465 -7.6577 -5.3895 0.3883
H 2.8481 -1.7039 -4.1634 0.2521
H 1.9162 -2.5626 -5.4700 0.2513
H 3.7058 -2.3540 -5.5193 0.3521
O 0.9246 -4.3439 4.5478 -0.5791
C 0.4652 -4.6274 5.6416 0.6816
O 1.2056 -5.0446 6.7072 -0.2570
C 2.6142 -4.9841 6.6448 -0.1287
C 3.1833 -5.9323 7.7066 -1.1839
C -1.0073 -4.7181 5.9484 -0.9198
H 2.8641 -3.9682 6.9507 0.2411
H 3.0591 -5.2563 5.6876 0.2721
H 2.8669 -6.9736 7.6452 0.3357
H 3.0808 -5.4091 8.6573 0.3141
H 4.2549 -5.8928 7.5111 0.3741
H -1.6022 -5.1302 5.1333 0.3134
H -1.2860 -3.6792 6.1247 0.2410
H -1.1778 -5.3712 6.8042 0.3057
O -8.2148 -1.8284 -0.6211 -0.5584
C -7.0711 -1.5293 -0.9646 0.6068
O -5.8911 -1.5833 -0.2682 -0.2084
C -5.7786 -1.9055 1.1469 -0.2739
C -5.6307 -3.4600 1.2032 -0.9823
C -6.8240 -0.9605 -2.3855 -0.7778
H -6.6784 -1.6261 1.6951 0.3401
H -4.9356 -1.3413 1.5457 0.2357
H -4.6168 -3.8253 1.0396 0.2353
H -6.3087 -3.9554 0.5082 0.3102
H -5.8385 -3.6807 2.2502 0.3557
H -6.0262 -0.2337 -2.2324 0.1866
H -7.7614 -0.6413 -2.8408 0.3387
H -6.4722 -1.7203 -3.0835 0.1935
O 2.8952 5.0170 2.4371 -0.5925
C 1.6876 5.3456 2.5993 0.6813
O 0.8968 5.9697 1.6766 -0.2673
C 1.5254 6.1764 0.4037 -0.0864
C 0.3988 6.2954 -0.6697 -1.0818
C 0.9997 5.1606 3.9791 -0.7850
H 2.1242 5.3561 0.0080 0.1515
H 2.1628 7.0561 0.4933 0.3375
H -0.3157 6.9954 -0.2366 0.3194
H -0.1168 5.3351 -0.6783 0.1752
H 0.7442 6.4900 -1.6850 0.4172
H 0.4677 4.2170 3.8577 0.0953
H 0.3037 5.9639 4.2208 0.3276
H 1.7430 4.9305 4.7424 0.3198
O -5.9470 4.4149 -3.6911 -0.5332
C -4.8344 4.8683 -3.8567 0.6573
O -3.8557 4.8551 -2.8718 -0.3178
C -3.9749 4.1573 -1.6262 0.1131
C -4.6745 5.0275 -0.5837 -1.1794
C -4.4699 5.7824 -5.0476 -0.9754
H -3.0068 3.8002 -1.2750 0.1817
H -4.5374 3.2361 -1.7782 0.1721
H -4.8508 4.5297 0.3699 0.3630
H -5.6850 5.3488 -0.8361 0.3300
H -4.1267 5.9423 -0.3577 0.2891
H -4.8970 6.7732 -4.8925 0.2749
H -4.9520 5.4249 -5.9575 0.3358
H -3.3942 5.8686 -5.2011 0.2865
O -1.5307 -2.6672 -2.0816 -0.6101
C -2.2829 -2.9649 -3.0550 0.7483
O -2.7154 -2.1903 -4.0903 -0.2950
C -2.3954 -0.8420 -4.0304 0.0078
C -2.9200 -0.1736 -5.3285 -1.2580
C -3.1336 -4.1578 -2.9795 -0.9119
H -1.3249 -0.7295 -3.8585 0.2698
H -2.8676 -0.4541 -3.1278 0.1966
H -3.9781 -0.4204 -5.4165 0.3073
H -2.5023 -0.7251 -6.1708 0.3313
H -2.7777 0.9013 -5.4399 0.3998
H -4.1830 -3.8823 -2.8750 0.2077
H -2.8151 -4.7621 -2.1301 0.2876
H -2.9520 -4.6373 -3.9414 0.3506
```

As for the charge: +2. The calculation puts the energy above the lowest of the compared OMol25 structures with the same formula, charge and spin at 424.5 kcal/mol. The HOMO energy comes out at -13.2 eV. Its electronic energy is -86097.825 eV.